182
Properties=species:S:1:pos:R:3:mulliken_charge:R:1 method="wB97M-V/def2-TZVPD" largest_force_ev_per_a=3.48 de_lowest_kcal_mol=93.54 homo_ev=-8.9 homo_lumo_gap_ev=9.27
O -4.6049 1.2772 0.1888 -0.594
H -4.1243 1.0650 0.9890 0.336
H -4.9221 2.1694 0.3289 0.262
O -3.9644 0.5126 -2.4514 -0.650
H -3.1917 -0.0367 -2.3194 0.270
H -4.2986 0.6727 -1.5688 0.327
O -0.4226 2.2937 -2.5517 -0.813
H 0.4562 2.4830 -2.2229 0.363
H -0.5829 1.3846 -2.2985 0.127
O -2.8435 0.5804 2.0906 -0.419
H -1.8923 0.5026 2.0171 0.378
H -3.0190 0.5013 3.0283 0.191
C 2.8331 5.1403 -1.8871 -1.842
C 2.8608 3.6913 -1.5809 1.165
C 4.0787 3.2000 -0.8545 -0.922
O 5.2514 3.2333 -1.7140 -0.421
C 6.5010 3.1701 -1.0331 -0.889
N 1.6833 3.3906 -0.7542 -0.078
H 1.9681 5.3991 -2.4978 0.502
H 3.7338 5.3304 -2.4707 0.484
H 2.8553 5.8193 -1.0347 0.164
H 2.6747 3.1650 -2.5170 0.067
H 3.8504 2.1666 -0.5936 0.263
H 4.1922 3.8209 0.0341 0.647
H 6.7765 3.8604 -0.2358 0.318
H 7.4155 3.0533 -1.6147 0.339
H 6.4806 2.2049 -0.5270 0.352
H 0.9473 3.9858 -1.1065 0.405
H 1.8685 3.7623 0.1665 -0.583
C -3.4519 2.7675 -9.0423 -1.315
C -2.5818 1.5060 -9.2204 0.405
C -2.5932 0.5097 -8.0497 -0.344
O -2.1185 1.1787 -6.8615 -0.433
C -2.1703 0.3634 -5.7173 -0.414
N -3.0428 0.7940 -10.4090 -0.729
H -3.1372 3.0935 -8.0510 0.316
H -4.5131 2.5524 -8.9168 0.327
H -3.4241 3.5304 -9.8204 0.384
H -1.5284 1.7386 -9.3765 0.330
H -1.9241 -0.3085 -8.3161 0.332
H -3.6312 0.1911 -7.9531 -0.059
H -1.6040 0.7373 -4.8643 0.196
H -1.6613 -0.5840 -5.8946 0.147
H -3.1840 0.1198 -5.3992 0.228
H -2.4752 -0.0019 -10.6626 0.234
H -2.8314 1.4977 -11.1019 0.288
C -5.8155 -5.1405 -1.1854 -1.478
C -5.9111 -3.8854 -0.4288 0.682
C -5.3552 -3.8383 0.9415 -0.997
O -5.5321 -2.5943 1.6681 -0.368
C -4.4234 -2.4345 2.5630 -0.308
N -5.1334 -3.0077 -1.3029 -0.382
H -4.8156 -5.3484 -1.5664 0.191
H -6.5029 -5.1919 -2.0297 0.376
H -6.0210 -6.0493 -0.6198 0.406
H -6.9859 -3.7061 -0.4587 0.158
H -4.3234 -4.1428 0.7663 0.382
H -5.8282 -4.6103 1.5484 0.411
H -3.5013 -2.2290 2.0193 0.011
H -4.2449 -3.2985 3.2032 0.379
H -4.7125 -1.6177 3.2243 0.198
H -4.7529 -2.3071 -0.6829 -0.036
H -5.7549 -2.4988 -1.9151 0.225
C -0.1275 2.7143 6.2586 -0.577
C -1.3397 2.5796 7.1215 0.490
C -2.5321 3.4270 6.6456 -0.740
O -3.5877 3.4771 7.5777 -0.343
C -4.4871 4.5873 7.3885 -0.732
N -1.7627 1.2008 6.9327 -0.609
H 0.7242 2.3379 6.8252 0.427
H 0.0229 3.7775 6.0717 -0.083
H -0.2976 2.2905 5.2689 0.020
H -1.1693 2.7680 8.1815 0.285
H -2.9427 3.0211 5.7210 0.249
H -2.1247 4.4277 6.5014 0.365
H -4.0013 5.5592 7.3021 0.293
H -5.2253 4.6258 8.1896 0.270
H -5.1263 4.3600 6.5354 0.300
H -0.9908 0.5721 7.1032 0.122
H -2.4364 1.1254 7.6814 0.268
C 2.9014 3.9256 2.9498 -1.063
C 1.7060 4.7790 2.5927 0.328
C 1.3823 5.7616 3.7388 -0.254
O 2.4534 6.5083 4.3245 -0.338
C 2.3366 6.9273 5.6290 -0.671
N 2.0858 5.6018 1.4079 -0.474
H 3.7930 4.5477 2.8717 0.425
H 3.0304 3.2040 2.1430 0.129
H 2.6378 3.5304 3.9308 0.282
H 0.9442 4.0233 2.4013 0.246
H 0.7912 5.2305 4.4848 -0.224
H 0.7844 6.6260 3.4500 0.491
H 1.8171 6.2205 6.2759 0.214
H 1.8784 7.9160 5.6582 0.300
H 3.3076 7.1491 6.0717 0.259
H 1.2735 5.9666 0.9312 0.248
H 2.4845 6.4783 1.7128 0.290
C -1.3541 -2.1859 -0.4268 -0.859
C -0.9981 -0.7840 -0.7746 1.192
C 0.1256 -0.1589 0.1243 0.314
O -0.2070 0.0938 1.5267 -0.421
C 0.8208 0.7274 2.2862 -0.124
N -0.6902 -0.7285 -2.1938 1.771
H -1.4089 -2.3790 0.6446 0.457
H -0.5575 -2.8786 -0.6983 -0.146
H -2.2950 -2.4355 -0.9173 -0.283
H -1.8679 -0.1641 -0.5570 0.260
H 0.3616 0.7986 -0.3401 -0.391
H 1.0241 -0.7331 -0.1021 -0.498
H 0.3544 0.7855 3.2697 -0.023
H 1.1072 1.6829 1.8469 0.074
H 1.7395 0.1409 2.2964 0.184
H -1.3469 -1.2447 -2.7616 -0.763
H 0.1121 -1.3299 -2.3151 -0.819
C 3.3342 -0.0749 -2.7693 -0.931
C 3.5842 -1.2016 -3.7757 0.661
C 2.1930 -1.7089 -4.2267 -1.039
O 1.6498 -2.5639 -3.2032 -0.006
C 1.9899 -3.9579 -3.0882 -0.996
N 4.1284 -0.5804 -4.9732 -0.823
H 4.2233 0.4182 -2.3762 0.494
H 2.7826 -0.4968 -1.9292 -0.156
H 2.6682 0.7420 -3.0472 0.211
H 4.1543 -2.0614 -3.4239 0.356
H 2.2786 -2.2439 -5.1725 0.472
H 1.4756 -0.8939 -4.3229 0.232
H 3.0646 -4.1132 -2.9933 0.396
H 1.5024 -4.5809 -3.8381 0.323
H 1.6229 -4.3309 -2.1321 0.252
H 3.6131 0.2400 -5.2585 0.272
H 5.0629 -0.2333 -4.8112 0.259
C 1.3406 -1.4313 6.0507 -1.450
C 2.3564 -0.2891 5.7366 1.338
C 3.3576 -0.0782 6.8887 -0.940
O 2.6573 0.0782 8.0524 -0.245
C 3.4896 -0.2995 9.1425 -0.846
N 3.0957 -0.4993 4.4861 -0.396
H 0.6748 -1.1595 6.8698 0.291
H 1.7850 -2.4181 6.1802 0.423
H 0.7136 -1.5052 5.1621 0.235
H 1.7801 0.6305 5.6350 -0.666
H 4.0545 0.7570 6.8185 0.425
H 3.9264 -1.0076 6.9187 0.472
H 2.9459 -0.2473 10.0858 0.259
H 4.3310 0.3805 9.2759 0.318
H 3.8621 -1.3225 9.0892 0.335
H 3.7053 0.2765 4.2700 0.240
H 3.6182 -1.3606 4.5581 0.271
C -1.8345 -4.2688 -3.7501 -1.501
C -2.5258 -3.1045 -4.4406 1.326
C -3.5273 -3.6568 -5.5238 -1.161
O -3.7611 -2.5247 -6.4422 -0.122
C -5.0551 -2.4659 -7.1079 -0.828
N -3.0979 -2.2894 -3.4082 0.147
H -1.1630 -4.8080 -4.4183 0.488
H -2.5143 -5.0032 -3.3180 0.269
H -1.1956 -3.8636 -2.9655 0.107
H -1.6996 -2.5785 -4.9190 -0.137
H -4.4602 -4.0093 -5.0839 0.358
H -2.9980 -4.4945 -5.9779 0.379
H -5.1824 -1.6003 -7.7580 0.237
H -5.8629 -2.4591 -6.3761 0.331
H -5.2670 -3.3290 -7.7391 0.321
H -3.7712 -1.6485 -3.8033 0.339
H -3.7760 -2.8405 -2.9016 -0.177
C 4.2682 -6.7213 1.1213 -1.375
C 5.0287 -5.5640 0.4580 0.132
C 4.0879 -4.4082 -0.0671 -0.137
O 3.4437 -3.8193 1.0251 -0.348
C 2.5791 -2.6452 0.8121 -0.514
N 6.0660 -5.0928 1.3279 -0.742
H 4.1119 -6.5924 2.1923 0.293
H 4.9809 -7.5419 1.0388 0.386
H 3.3697 -7.0792 0.6186 0.333
H 5.5358 -5.8897 -0.4502 0.441
H 3.3781 -4.8269 -0.7804 -0.064
H 4.7782 -3.7034 -0.5307 0.305
H 2.0348 -2.3467 1.7080 0.335
H 1.6750 -2.9209 0.2693 0.103
H 3.0722 -1.7949 0.3409 0.238
H 6.4996 -4.2613 0.9530 0.301
H 5.5623 -4.7484 2.1328 0.286